Here is a single C19H21FN2O3 molecule from the Open Molecules 2025 dataset. Energies are from ωB97M-V/def2-TZVPD.

The geometry in ORCA input format:
```
! RIJCOSX wB97M-V def2-TZVPD def2/J DEFGRID3
* xyz 0 1
C 0.810 -1.057 4.506
H 1.628 -0.346 4.583
H -0.031 -0.742 5.127
H 1.130 -2.050 4.828
O 0.429 -1.081 3.136
C -0.521 -1.963 2.808
O -1.020 -2.727 3.590
C -0.874 -1.900 1.331
N -0.073 -0.937 0.624
C -0.649 -0.131 -0.326
O -1.849 0.000 -0.435
N 0.259 0.509 -1.129
H 1.214 0.550 -0.806
C -0.176 1.630 -1.931
H 0.563 1.796 -2.718
H -1.131 1.351 -2.380
C -0.368 2.912 -1.096
C 0.894 3.257 -0.365
C 1.150 2.771 0.913
C 2.341 3.051 1.560
C 3.305 3.829 0.942
C 3.079 4.325 -0.330
C 1.886 4.027 -0.960
F 1.680 4.509 -2.208
H 3.810 4.935 -0.837
H 4.232 4.052 1.448
H 2.514 2.662 2.552
H 0.399 2.166 1.401
H -0.654 3.723 -1.767
H -1.175 2.736 -0.384
H 0.918 -1.116 0.579
H -1.912 -1.552 1.241
C -0.774 -3.313 0.710
C -1.218 -3.248 -0.722
C -0.297 -3.036 -1.738
C -0.715 -2.888 -3.049
C -2.061 -2.952 -3.358
C -2.987 -3.169 -2.351
C -2.568 -3.312 -1.042
H -3.293 -3.470 -0.257
H -4.040 -3.217 -2.587
H -2.389 -2.830 -4.380
H 0.013 -2.718 -3.829
H 0.758 -2.986 -1.505
H 0.260 -3.660 0.778
H -1.407 -3.984 1.292
*
```

Calculated total energy, Eh: -1171.77114
HOMO, eV: -9.0
LUMO level, eV: 0.54
Gap between HOMO and LUMO, eV: 9.553
SMILES string: COC(=O)[C@H](Cc1ccccc1)NC(=O)NCCc1ccccc1F
Energy relative to the best compared isomer or geometry (same formula, charge and spin), kcal per mole: 0.00